# 1
# C39H30BeF6NO2Sb2

C39H30BeF6NO2Sb2 as an isolated structure in a non-equilibrium geometry (wB97M-V/def2-TZVPD, OMol25).

Output
LUMO energy, eV: -2.7
Energy above the lowest of the compared OMol25 structures with the same formula, charge and spin, kJ/mol: 29.2
Net charge: +1
Orbital gap, Ha: 0.326
Highest occupied orbital energy, eV: -11.6

CARTESIAN COORDINATES (ANGSTROEM)
H (1.38, -0.12, -1.52)
C (-2.77, 4.25, 1.93)
C (1.95, 2.80, 4.31)
O (1.09, -0.66, 3.65)
C (-3.71, -0.50, 4.60)
Sb (0.87, 2.78, 0.10)
H (-1.78, -3.27, 4.30)
F (-3.22, -2.19, 6.15)
C (0.38, 5.68, 0.93)
C (1.99, -1.38, 1.54)
C (-4.80, 0.01, -1.65)
C (-4.45, -0.32, -0.35)
C (3.63, 2.50, -1.47)
H (-4.33, -0.01, 5.34)
F (-8.30, -0.79, -1.64)
H (0.54, 2.39, -2.85)
H (-3.40, 2.43, -1.42)
C (1.97, 3.00, 1.90)
C (-0.08, 5.29, -1.40)
H (-6.40, 0.14, -3.10)
H (0.74, -1.45, -0.84)
H (-1.50, -2.34, 2.02)
F (4.48, 2.12, -4.94)
H (-2.30, 2.32, 2.73)
C (1.31, 2.70, 3.09)
H (4.97, 3.92, 3.23)
H (-0.12, 4.63, -2.26)
C (-3.21, 2.93, -0.47)
H (-0.76, 7.01, -2.52)
C (3.29, 3.46, 1.96)
C (-0.44, 6.62, -1.56)
C (-6.72, -1.01, 0.07)
O (0.20, 0.18, 1.79)
C (-6.10, -0.13, -2.09)
Sb (-2.50, 0.10, 0.42)
H (1.45, 2.55, 5.23)
C (2.31, -0.66, 0.24)
C (4.39, 2.36, -2.62)
H (0.28, 2.36, 3.06)
H (0.70, 5.32, 1.90)
H (-7.49, -1.40, 0.73)
C (1.06, -0.58, 2.46)
F (-3.32, 6.27, 0.88)
H (-5.16, -1.13, 1.52)
C (-0.39, 7.46, -0.46)
H (-2.62, 4.78, 2.86)
H (3.09, -1.20, -0.30)
C (0.33, 4.82, -0.16)
C (2.24, 2.54, -1.53)
C (-2.12, -1.82, 2.74)
H (4.14, 2.57, -0.52)
C (-3.56, 0.02, 3.32)
C (-3.06, -1.68, 4.92)
C (-2.60, 2.88, 1.85)
H (2.91, -1.60, 2.09)
H (3.80, 3.77, 1.06)
Be (-0.02, 0.49, 0.34)
C (-2.83, 2.20, 0.65)
C (0.02, 7.01, 0.78)
H (1.91, 2.15, -4.91)
H (0.04, 7.70, 1.62)
H (-4.05, 0.37, -2.35)
H (-4.08, 0.93, 3.05)
C (3.27, 3.23, 4.33)
C (3.95, 3.57, 3.17)
H (5.47, 2.33, -2.58)
C (2.37, 2.26, -3.94)
C (-3.16, 4.94, 0.80)
C (-2.76, -0.63, 2.39)
N (1.09, -0.52, -0.62)
H (2.68, 0.34, 0.45)
F (-0.75, 8.73, -0.61)
F (3.90, 3.33, 5.50)
C (3.75, 2.25, -3.84)
C (1.63, 2.40, -2.78)
H (1.50, -2.34, 1.34)
C (-2.27, -2.35, 4.01)
C (-3.38, 4.31, -0.41)
C (-7.05, -0.64, -1.22)
C (-5.42, -0.84, 0.51)
H (-3.69, 4.88, -1.27)

=====

# 2
# C39H30CaN9O2

C39H30CaN9O2 as an isolated structure (wB97M-V/def2-TZVPD, OMol25).

Output
LUMO energy, eV: -3.0
Energy above the lowest of the compared OMol25 structures with the same formula, charge and spin, kJ/mol: 285.9
Net charge: +1
Orbital gap, Ha: 0.269
Highest occupied orbital energy, eV: -10.3

CARTESIAN COORDINATES (ANGSTROEM)
C (2.47, 1.08, 3.41)
H (-5.19, -1.54, 1.75)
H (1.59, 5.85, -2.84)
H (4.24, -1.11, -0.08)
H (-2.37, 2.58, 4.99)
C (0.99, 2.55, 4.80)
H (-0.39, 3.75, 5.92)
C (2.33, 5.18, -2.42)
C (-3.20, -0.76, 1.51)
H (-3.74, -1.70, -3.14)
C (3.68, 5.38, -2.63)
C (-1.78, -0.82, -2.88)
H (-0.86, 2.77, -0.41)
H (5.68, 4.68, -2.26)
N (1.00, 1.97, -0.05)
C (1.93, 4.09, -1.65)
C (-2.27, 0.49, -5.27)
H (1.02, -5.53, 2.15)
N (-1.82, -0.99, -0.35)
H (4.00, 6.23, -3.22)
C (0.12, -3.39, -2.57)
C (1.52, -4.65, 1.79)
C (-1.38, 2.29, 4.69)
H (4.93, 2.73, -0.93)
C (0.35, 0.08, -2.52)
C (4.62, 4.51, -2.08)
H (-3.61, 0.81, 4.95)
C (0.21, 2.84, -0.60)
H (-5.47, -0.50, 3.98)
N (2.59, -0.01, 0.45)
H (-4.94, -2.12, -0.26)
C (-2.92, -1.36, 0.15)
H (4.38, -3.52, 0.39)
H (-0.29, 1.35, -5.02)
C (2.36, 2.03, -0.39)
C (-3.53, -3.37, -1.14)
H (-0.14, -3.35, 2.19)
C (-2.99, -1.04, -3.53)
H (3.21, 1.26, 4.18)
C (-3.22, -0.37, -4.73)
C (-3.52, 0.37, 3.97)
N (0.04, 0.92, 3.33)
N (-2.19, -0.05, 2.04)
H (1.88, 3.01, 5.20)
H (0.11, -4.47, -2.64)
C (-0.84, 0.03, -3.43)
H (-2.47, 0.99, -6.21)
N (0.58, 3.84, -1.40)
H (2.46, 0.02, 3.16)
C (-1.18, 1.28, 3.77)
C (3.26, -1.09, 0.38)
C (0.87, -3.42, 1.82)
C (1.11, 1.53, 3.86)
C (-4.39, -0.95, 2.18)
C (3.39, -3.52, 0.81)
H (-2.10, -4.79, -1.91)
C (-0.27, 2.95, 5.21)
H (0.02, -2.96, -3.57)
O (-1.13, -3.62, -0.45)
C (-1.00, -2.92, -1.69)
H (3.34, -5.63, 1.22)
C (-2.34, 0.51, 3.23)
O (1.32, 0.82, -2.70)
Ca (0.15, -0.18, 0.87)
C (-1.17, -1.39, -1.60)
C (2.67, -2.34, 0.88)
C (2.86, 3.20, -1.11)
N (3.20, 1.09, -0.10)
H (-4.31, -3.99, -1.55)
C (4.22, 3.43, -1.34)
N (1.42, -2.29, 1.38)
C (-4.55, -0.37, 3.43)
H (-0.12, 4.43, -1.82)
C (-3.89, -2.31, -0.43)
H (2.78, 1.63, 2.52)
C (-2.15, -3.81, -1.44)
H (1.07, -3.05, -2.16)
C (-1.06, 0.70, -4.62)
C (2.80, -4.70, 1.27)
N (0.14, -0.75, -1.48)
H (-4.16, -0.52, -5.25)